# 1
# C14H30ClNO7

A cluster of 3 separate species, C14H30ClNO7 in total (the ωB97M-V functional and the def2-TZVPD basis, OMol25).

Each line ends with the natural charge from an NBO analysis.
Positions of all 53 atoms, in Å:
C1 5.034 0.304 1.376  -0.605
C2 4.166 -0.727 0.658  -0.413
C3 2.724 -0.734 1.156  0.121
C4 2.011 -2.038 0.788  -0.428
C5 0.582 -2.192 1.329  -0.435
C6 -0.491 -2.204 0.253  -0.347
Cl1 -0.402 -3.704 -0.734  -0.093
O1 2.099 0.413 0.568  -0.565
C7 1.235 1.195 1.380  -0.059
C8 -0.110 1.436 0.700  -0.244
N1 0.068 1.582 -0.745  -0.836
H1 6.088 0.195 1.114  0.211
H2 4.940 0.210 2.463  0.196
H3 4.718 1.316 1.106  0.213
H4 4.598 -1.730 0.730  0.199
H5 4.118 -0.472 -0.408  0.214
H6 2.723 -0.598 2.251  0.160
H7 1.999 -2.112 -0.308  0.215
H8 2.637 -2.861 1.148  0.213
H9 0.331 -1.399 2.040  0.222
H10 0.505 -3.135 1.880  0.213
H11 -0.372 -1.377 -0.445  0.205
H12 -1.496 -2.168 0.674  0.220
H13 1.068 0.693 2.339  0.168
H14 1.725 2.155 1.593  0.172
H15 -0.818 0.648 0.996  0.177
H16 -0.513 2.386 1.065  0.193
H17 -0.795 1.901 -1.170  0.359
H18 0.289 0.688 -1.167  0.354
C9 0.821 1.499 -4.054  -0.263
O2 -0.321 2.266 -4.455  -0.495
C10 -0.944 1.802 -5.534  0.977
O3 -0.629 0.830 -6.170  -0.644
O4 -1.984 2.595 -5.793  -0.495
C11 -2.746 2.206 -6.940  -0.255
H19 1.211 1.993 -3.170  0.216
H20 0.525 0.478 -3.815  0.186
H21 1.567 1.478 -4.846  0.192
H22 -3.157 1.207 -6.805  0.193
H23 -2.127 2.223 -7.834  0.193
H24 -3.545 2.937 -7.018  0.195
C12 -4.443 1.111 3.389  -0.256
O5 -4.234 -0.150 4.035  -0.488
C13 -3.125 -0.780 3.666  0.983
O6 -2.321 -0.378 2.861  -0.664
O7 -3.048 -1.932 4.327  -0.488
C14 -1.875 -2.686 4.009  -0.255
H25 -5.376 1.491 3.792  0.199
H26 -3.625 1.793 3.612  0.193
H27 -4.521 0.979 2.311  0.194
H28 -0.982 -2.122 4.275  0.191
H29 -1.855 -2.909 2.944  0.190
H30 -1.927 -3.603 4.586  0.201

Summary:
Maximum force   0.428 eV/Å
Relative energy (zero: lowest compared OMol25 entry of this formula, charge and spin)   0.000 eV
Total charge   0
HOMO level   -9.1231 eV
SMILES   CC[C@H](CCCCl)OCCN.COC(=O)OC.COC(=O)OC
2S+1   1
Gap between HOMO and LUMO   9.72 eV

# 2
# C14H30LaN2O4P2

A structure of composition C14H30LaN2O4P2 at a distorted geometry (the ωB97M-V functional and the def2-TZVPD basis, OMol25).

Each line ends with the Löwdin spin population.
Positions of all 53 atoms, in Å:
C1 -2.781 -1.035 -2.200  -0.001
C2 -2.606 0.471 -2.302  0.015
N1 -1.578 0.998 -1.617  0.079
C3 -1.211 2.302 -1.870  0.016
C4 -2.124 3.149 -2.539  0.123
C5 -3.237 2.608 -3.165  -0.010
C6 -3.462 1.231 -3.086  0.119
C7 0.167 2.663 -1.583  0.470
P1 1.001 2.227 -0.029  0.048
H1 -4.288 0.720 -3.580  0.005
H2 -1.900 4.212 -2.616  0.004
H3 -3.919 3.235 -3.732  -0.003
C8 -3.224 -1.156 0.198  -0.001
C9 -2.231 -3.048 -0.932  0.000
H4 0.308 3.746 -1.751  0.016
H5 -2.216 -1.520 -3.017  0.000
H6 -3.845 -1.301 -2.329  0.000
C10 0.771 3.425 1.348  0.034
C11 2.735 2.535 -0.506  0.007
H7 1.430 3.124 2.180  0.005
H8 1.038 4.443 1.032  0.000
H9 -0.266 3.393 1.708  0.000
H10 3.364 1.747 -0.067  0.000
H11 2.810 2.507 -1.601  0.002
H12 3.057 3.520 -0.138  0.000
H13 -3.241 -3.495 -0.922  0.000
H14 -1.711 -3.365 -1.847  0.000
H15 -1.680 -3.419 -0.054  0.000
H16 -4.114 -1.809 0.201  0.000
H17 -2.710 -1.249 1.168  0.000
H18 -3.539 -0.115 0.060  0.000
La1 -0.092 -0.536 -0.155  0.000
H19 -0.904 0.717 1.289  0.001
O1 1.059 0.136 -2.352  0.045
H20 0.806 1.131 -2.371  0.026
H21 0.944 -0.222 -3.264  0.001
N2 -2.299 -1.571 -0.892  0.000
C12 2.796 -4.342 1.732  0.000
O2 2.901 -2.966 2.171  0.000
P2 2.463 -1.702 1.183  0.000
O3 0.915 -1.262 1.931  0.000
C13 0.730 -1.102 3.354  0.000
O4 3.387 -0.445 1.730  0.000
C14 3.929 -0.355 3.063  0.000
H22 3.191 -4.461 0.711  0.000
H23 1.753 -4.691 1.760  0.000
H24 3.396 -4.940 2.427  0.000
H25 0.551 -0.046 3.554  0.000
H26 -0.159 -1.672 3.624  0.000
H27 1.589 -1.468 3.921  0.000
H28 3.364 0.390 3.632  0.000
H29 3.918 -1.315 3.590  0.000
H30 4.962 -0.017 2.956  0.000

Summary:
Maximum force   4.030 eV/Å
Relative energy (zero: lowest compared OMol25 entry of this formula, charge and spin)   1.110 eV
Total charge   +2
HOMO level (alpha / beta)   -13.8994 / -13.8927 eV
2S+1   2
Gap between HOMO and LUMO (alpha / beta)   8.21 / 5.53 eV

# 3
# C14H30N2O13V3

A structure of composition C14H30N2O13V3 at a distorted geometry (the ωB97M-V functional and the def2-TZVPD basis, OMol25).

Each line ends with the natural charge from an NBO analysis.
Positions of all 62 atoms, in Å:
O1 -21.273 -2.040 -11.876  -0.456
V1 -22.745 -2.535 -12.243  1.652
O2 -21.827 -5.266 -8.944  -0.504
V2 -23.178 -5.225 -9.739  1.694
O3 -26.551 -5.904 -11.906  -0.335
V3 -25.701 -4.689 -12.343  1.729
C1 -22.951 -5.281 -12.554  1.037
O4 -23.785 -5.905 -11.746  -0.771
O5 -23.588 -4.500 -13.322  -0.793
O6 -22.200 -4.652 -11.777  -0.712
C2 -24.770 -2.870 -10.407  1.028
O7 -23.541 -2.768 -10.091  -0.696
O8 -24.885 -2.602 -11.628  -0.817
O9 -25.092 -4.109 -10.300  -0.768
C3 -23.493 -3.509 -6.869  -0.242
O10 -23.721 -4.815 -7.426  -0.566
C4 -24.846 -5.531 -6.884  -0.073
C5 -25.320 -6.533 -7.974  -0.250
N1 -24.246 -6.986 -8.892  -0.640
C6 -23.293 -7.843 -8.100  -0.247
C7 -22.337 -8.581 -9.012  -0.070
O11 -21.560 -7.725 -9.771  -0.557
C8 -20.521 -8.245 -10.569  -0.243
H1 -23.161 -3.669 -5.844  0.210
H2 -24.402 -2.909 -6.936  0.181
H3 -22.715 -3.006 -7.436  0.219
H4 -25.638 -4.798 -6.733  0.202
H5 -24.580 -5.996 -5.937  0.210
H6 -26.119 -6.035 -8.522  0.223
H7 -25.758 -7.422 -7.517  0.224
H8 -24.692 -7.675 -9.498  0.411
H9 -23.841 -8.475 -7.398  0.222
H10 -22.760 -7.191 -7.402  0.227
H11 -22.983 -9.091 -9.761  0.154
H12 -21.926 -9.460 -8.503  0.219
H13 -19.695 -8.521 -9.908  0.196
H14 -20.151 -7.527 -11.297  0.200
H15 -20.841 -9.137 -11.118  0.180
C9 -20.235 -3.656 -14.718  -0.259
O12 -21.267 -2.756 -14.486  -0.555
C10 -21.348 -1.580 -15.266  -0.079
C11 -22.789 -1.149 -15.141  -0.244
N2 -23.138 -0.877 -13.699  -0.655
C12 -22.562 0.423 -13.299  -0.252
C13 -23.177 0.923 -11.968  -0.059
O13 -22.612 0.083 -10.973  -0.557
C14 -22.924 0.452 -9.660  -0.252
H16 -20.633 -4.661 -14.537  0.182
H17 -19.353 -3.605 -14.065  0.198
H18 -19.767 -3.722 -15.708  0.206
H19 -21.168 -1.954 -16.281  0.212
H20 -20.631 -0.789 -15.033  0.200
H21 -23.396 -2.005 -15.453  0.214
H22 -23.090 -0.395 -15.870  0.237
H23 -24.119 -0.622 -13.831  0.401
H24 -22.839 1.210 -14.011  0.213
H25 -21.477 0.473 -13.265  0.237
H26 -24.253 0.704 -12.018  0.161
H27 -22.982 1.970 -11.739  0.216
H28 -23.879 0.015 -9.335  0.159
H29 -22.888 1.526 -9.457  0.196
H30 -22.223 0.041 -8.927  0.207

Summary:
Maximum force   9.660 eV/Å
Relative energy (zero: lowest compared OMol25 entry of this formula, charge and spin)   1.078 eV
Total charge   +2
HOMO level (alpha / beta)   -14.7234 / -14.7299 eV
2S+1   4
Gap between HOMO and LUMO (alpha / beta)   6.24 / 6.60 eV

# 4
# C14H30N4O9S

A cluster of 4 separate species, C14H30N4O9S in total at a distorted geometry (the ωB97M-V functional and the def2-TZVPD basis, OMol25).

Each line ends with the natural charge from an NBO analysis.
Positions of all 58 atoms, in Å:
N1 1.790 2.701 -1.031  -0.852
C1 2.688 1.516 -0.910  -0.244
C2 1.953 0.183 -0.380  0.234
C3 0.415 0.258 0.030  -0.556
C4 -0.458 -0.981 -0.449  0.804
O1 -0.098 -2.161 -0.503  -0.550
O2 -1.826 -0.693 -0.805  -0.720
C5 2.858 -0.329 0.878  -0.105
O3 3.754 -1.420 0.472  -0.653
S1 3.721 -1.593 -1.188  2.406
O4 3.680 -3.072 -1.456  -0.841
O5 4.732 -0.864 -2.013  -0.867
O6 2.292 -0.775 -1.448  -0.676
H1 1.599 2.991 -0.047  0.372
H2 2.271 3.459 -1.526  0.368
H3 3.093 1.303 -1.965  0.235
H4 3.599 1.819 -0.288  0.180
H5 -0.120 1.201 -0.319  0.282
H6 0.349 0.279 1.179  0.262
H7 -1.859 0.103 -1.380  0.503
H8 2.221 -0.576 1.802  0.212
H9 3.606 0.412 1.316  0.204
C6 -2.880 -0.691 -5.007  0.532
O7 -2.532 0.287 -4.370  -0.639
N2 -2.211 -1.875 -5.054  -0.427
C7 -2.687 -2.999 -5.835  -0.398
C8 -0.983 -2.015 -4.297  -0.422
H10 -3.799 -0.689 -5.615  0.106
H11 -2.861 -3.848 -5.169  0.198
H12 -1.929 -3.266 -6.575  0.197
H13 -3.617 -2.752 -6.349  0.210
H14 -1.198 -1.840 -3.240  0.221
H15 -0.267 -1.263 -4.638  0.213
H16 -0.561 -3.011 -4.429  0.210
C9 -0.058 -3.234 3.436  0.528
O8 0.641 -3.148 4.428  -0.629
N3 -1.209 -3.957 3.345  -0.431
C10 -1.989 -4.009 2.125  -0.404
C11 -1.668 -4.695 4.506  -0.417
H17 0.198 -2.713 2.499  0.108
H18 -2.992 -3.623 2.327  0.191
H19 -2.057 -5.046 1.789  0.195
H20 -1.526 -3.408 1.341  0.230
H21 -1.829 -4.000 5.333  0.211
H22 -0.900 -5.415 4.799  0.214
H23 -2.596 -5.221 4.282  0.203
C12 -0.287 4.269 2.434  0.536
O9 -0.115 3.572 1.449  -0.652
N4 0.060 5.580 2.538  -0.425
C13 -0.176 6.346 3.745  -0.399
C14 0.687 6.231 1.403  -0.419
H24 -0.754 3.872 3.349  0.113
H25 -0.828 7.191 3.510  0.199
H26 0.778 6.717 4.125  0.198
H27 -0.651 5.731 4.511  0.214
H28 0.015 6.179 0.543  0.219
H29 1.613 5.708 1.155  0.210
H30 0.905 7.274 1.634  0.209

Summary:
Maximum force   4.784 eV/Å
Total charge   0
HOMO level   -9.0913 eV
SMILES   NC[C@]1(CC(=O)O)COS(=O)(=O)O1.CN(C)C=O.CN(C)C=O.CN(C)C=O
2S+1   1
Gap between HOMO and LUMO   9.41 eV

| no. | E (a.u.) |
| --- | --- |
| 1 | -1593.067962 |
| 2 | -1675.693386 |
| 3 | -4470.423918 |
| 4 | -1845.733140 |